No. 1
{"formula": "C38H114O19", "method": "ωB97M-V/def2-TZVPD", "e_lumo_ha": 0.0132, "homo_ev": -9.3, "molar_mass_g_mol": 875.3, "total_energy_ha": -2945.55985, "de_lowest_ev": 0.294, "homo_lumo_gap_ev": 9.637, "symbols": ["C", "H", "H", "C", "O", "H", "C", "O", "O", "H", "H", "H", "H", "H", "O", "H", "H", "H", "H", "O", "H", "C", "H", "H", "C", "H", "C", "C", "H", "H", "H", "C", "O", "H", "H", "C", "C", "H", "H", "O", "C", "H", "C", "C", "H", "H", "C", "H", "H", "H", "H", "H", "H", "H", "H", "O", "H", "H", "H", "O", "H", "H", "H", "H", "C", "O", "H", "C", "H", "O", "C", "H", "H", "H", "H", "H", "C", "C", "O", "H", "H", "H", "H", "H", "H", "H", "C", "H", "H", "O", "H", "C", "H", "C", "H", "H", "H", "H", "H", "O", "C", "H", "H", "C", "H", "H", "H", "C", "H", "H", "C", "H", "C", "C", "C", "H", "H", "H", "H", "C", "C", "C", "H", "O", "H", "H", "C", "H", "O", "C", "H", "H", "H", "H", "H", "H", "H", "H", "H", "H", "H", "H", "H", "H", "H", "H", "H", "O", "H", "C", "H", "O", "C", "H", "C", "H", "C", "H", "O", "H", "H", "H", "H", "H", "H", "H", "H", "H", "H", "H", "H"], "positions_angstrom": [[-6.446, -1.043, -1.783], [-7.449, -0.704, -1.524], [-1.538, 7.511, -3.822], [-2.561, -0.519, -4.306], [-4.747, 2.966, 2.781], [2.644, -4.545, -1.741], [-3.261, 1.366, 2.004], [-1.952, -1.955, -6.117], [-0.494, -4.266, 0.711], [2.018, 3.806, 1.068], [1.096, -0.137, 0.522], [2.402, 3.181, -5.281], [5.019, 5.774, -1.621], [2.088, -0.278, -1.524], [-0.149, 2.598, -5.615], [-0.760, 1.621, 4.595], [-4.188, -3.841, -1.395], [4.308, 2.895, 2.264], [-0.200, 7.671, -5.022], [-2.162, -3.858, 5.403], [-3.994, 4.600, -2.867], [-0.918, -4.474, 5.774], [-2.064, -3.610, 4.481], [0.819, 5.644, -4.382], [0.948, 3.606, 1.120], [-3.699, -3.386, 1.365], [-0.760, -4.549, 7.276], [0.083, -5.503, 1.101], [0.153, 2.111, -6.385], [3.614, 3.956, -2.593], [0.393, 1.109, -4.294], [-0.637, -0.161, -0.852], [-3.777, 1.327, -1.810], [2.396, 1.427, -5.537], [-0.079, -1.274, 5.001], [-0.213, 0.797, 5.054], [5.380, 4.170, 0.802], [-0.362, 5.259, -3.120], [5.868, 2.255, 1.668], [0.720, 3.328, -1.190], [4.962, 2.796, 1.397], [7.174, -0.043, 3.364], [-3.189, -4.185, -1.660], [0.614, 2.157, -4.500], [6.594, 5.560, 1.327], [-0.990, -5.477, 5.353], [3.333, 5.000, -2.730], [0.150, -5.070, 7.574], [-4.466, -2.856, 3.557], [5.101, -0.138, -0.993], [0.917, -4.609, -1.697], [-5.375, 2.506, -2.280], [4.210, 6.999, -2.603], [-2.726, -1.944, 1.168], [-1.626, -4.992, 7.767], [-3.992, -6.357, -2.326], [-0.888, -1.884, -4.455], [2.448, -2.481, -3.233], [4.481, 2.232, 0.598], [1.177, 0.923, 4.759], [-3.890, 4.080, -1.223], [-6.716, 0.037, -3.340], [-4.299, 2.271, -3.635], [0.311, 2.808, -3.681], [3.328, -3.121, 2.855], [-2.181, -3.266, 2.644], [-0.795, -3.508, 7.597], [-4.137, -2.015, 2.946], [6.251, -1.846, 4.993], [1.670, -3.059, -0.636], [2.222, -2.317, 3.487], [0.078, 7.753, -3.261], [-1.607, -6.253, 2.150], [-0.605, -0.670, 3.445], [1.806, 4.790, -1.431], [-6.621, -2.048, -2.168], [-5.452, -1.122, -0.590], [0.156, 4.038, -0.114], [6.196, 4.792, 1.742], [-0.027, -4.003, 5.358], [0.375, 2.433, -1.198], [-0.904, 4.127, -5.031], [-3.684, -6.412, -3.234], [-3.629, -1.296, 3.589], [-0.466, 0.042, 1.315], [-3.986, 0.648, 1.619], [4.519, 5.954, -2.573], [4.871, -0.732, 5.288], [-2.356, 1.264, 1.405], [-0.888, 1.226, -1.002], [-1.762, 1.414, -1.353], [-0.223, 5.753, -4.082], [-5.578, -0.250, 0.051], [-1.426, -1.157, -5.062], [-0.883, 3.821, 0.137], [5.151, 5.651, -3.408], [4.265, -3.013, 3.402], [0.644, -5.278, 2.009], [1.439, -3.678, -3.882], [2.718, -0.955, 3.535], [-3.152, -2.618, 1.912], [-4.405, -1.261, -0.861], [-2.998, 1.064, 3.017], [4.123, -0.544, -0.736], [2.724, 2.101, -3.954], [1.911, -2.752, 4.437], [-1.548, -3.595, 2.000], [1.527, -3.022, -3.017], [6.366, -0.277, 5.822], [-5.159, 3.831, 2.714], [2.113, 2.223, -4.848], [-3.105, -1.222, -3.676], [-3.685, 3.760, -2.245], [-0.683, -0.504, 4.519], [-0.499, 7.274, -4.052], [0.832, -5.804, 0.369], [-4.006, 3.033, 0.865], [1.627, 1.540, 5.341], [0.490, 3.929, 2.055], [3.125, -0.001, -1.714], [1.755, -3.915, -1.766], [0.044, -0.420, 0.470], [-2.923, 3.603, 2.166], [-1.112, 5.059, -4.938], [4.781, -2.298, -0.263], [5.849, 3.980, -0.163], [5.915, -0.809, 4.984], [0.064, -1.473, 0.750], [5.307, -0.622, 2.768], [6.138, -0.046, 3.705], [0.664, -2.356, -3.015], [-3.006, -3.977, -2.714], [-5.021, -1.534, 2.528], [4.387, -0.547, 3.031], [3.178, 1.078, -1.566], [-1.735, -0.677, 4.743], [-1.212, -2.367, -6.570], [3.495, -2.812, 1.823], [2.524, -2.622, -0.613], [-4.456, 0.652, -1.750], [5.805, 0.985, 3.819], [-0.454, -7.471, 1.796], [3.872, -0.245, 0.282], [-0.769, -0.381, -5.455], [0.847, 2.522, 1.067], [-2.481, -3.587, -1.086], [3.077, -4.182, 2.854], [4.093, -1.949, -0.835], [-3.259, -0.017, -4.976], [-4.324, 2.459, -2.562], [4.573, 4.887, 0.653], [2.367, 5.484, -1.787], [-3.058, -5.674, -1.469], [2.883, 5.175, -3.707], [-3.680, 2.868, 1.892], [-3.343, -5.883, -0.437], [-0.947, -6.605, 1.356], [-5.723, -1.986, 0.016], [-5.976, -0.180, -2.768], [-2.628, 3.672, -2.494], [0.213, 5.112, -0.293], [-2.051, -6.075, -1.581], [-0.430, 0.851, 6.121], [2.172, -0.399, 4.095], [-1.453, -6.939, 0.451], [1.315, -2.449, 2.896], [-2.049, 0.262, -3.744], [-0.161, -0.620, -1.719], [3.390, -0.231, -2.745], [-1.634, -0.599, -0.810], [0.244, -3.764, 0.358]]}


No. 2
{"formula": "C5H14NO", "method": "ωB97M-V/def2-TZVPD", "e_lumo_ha": -0.2803, "homo_ev": -12.0, "molar_mass_g_mol": 104.2, "total_charge": 1, "total_energy_ha": -328.52791, "de_lowest_ev": 4.308, "homo_lumo_gap_ev": 4.362, "symbols": ["H", "H", "N", "C", "O", "H", "H", "C", "C", "H", "H", "H", "H", "H", "H", "H", "C", "C", "H", "H", "H"], "positions_angstrom": [[4.318, 1.415, -1.627], [3.450, 0.156, -0.870], [4.333, 0.579, -1.077], [-2.477, -0.605, -1.183], [1.809, -0.313, 0.957], [-3.118, 0.388, 0.681], [-3.312, -0.481, -1.868], [-1.044, 0.790, 0.459], [-0.564, -0.319, 1.246], [-2.586, -1.552, -0.650], [-0.288, 1.100, -0.269], [1.703, 0.315, 1.699], [-1.569, -0.621, -1.786], [-2.744, 1.463, -0.692], [4.923, 0.626, -0.290], [0.605, -1.467, -0.137], [-2.475, 0.541, -0.183], [0.624, -1.097, 0.898], [-1.159, -0.563, 2.127], [0.660, -2.039, 1.456], [-1.087, 1.684, 1.109]]}


No. 3
{"formula": "C6H10N2O2S", "method": "ωB97M-V/def2-TZVPD", "e_lumo_ha": [-0.0164, -0.0296], "homo_ev": [-8.8, -7.0], "molar_mass_g_mol": 174.2, "total_energy_ha": -892.64371, "de_lowest_ev": 5.736, "homo_lumo_gap_ev": [8.338, 6.243], "symbols": ["N", "C", "H", "H", "H", "O", "H", "H", "H", "O", "H", "H", "C", "C", "C", "N", "H", "S", "C", "C", "H"], "positions_angstrom": [[1.820, -1.869, -1.153], [1.916, -0.100, 1.026], [-0.135, 0.629, -1.324], [-0.600, -1.568, 0.597], [-1.389, -1.262, -0.874], [3.261, 0.087, 1.125], [-2.887, 0.239, 0.663], [-0.483, 2.091, 0.206], [-0.961, 0.772, 1.663], [1.240, -0.657, 1.873], [-2.836, 1.960, 0.621], [-2.462, 1.147, -1.029], [-2.485, 1.100, 0.130], [-1.024, 1.099, 0.557], [1.315, 0.517, -0.156], [-0.142, 0.167, -0.365], [-0.003, -2.926, -1.414], [1.913, 1.753, -1.095], [-0.514, -1.293, -0.368], [0.624, -2.104, -1.061], [3.831, 0.219, 0.378]]}


No. 4
{"formula": "C23H22CrN4O6S", "method": "ωB97M-V/def2-TZVPD", "e_lumo_ha": [-0.1352, -0.1419], "homo_ev": [-11.1, -10.9], "molar_mass_g_mol": 534.5, "multiplicity": 4, "total_charge": 1, "total_energy_ha": -3002.71567, "de_lowest_ev": 0.000, "homo_lumo_gap_ev": [7.424, 7.044], "symbols": ["C", "C", "N", "H", "H", "H", "C", "H", "H", "H", "C", "O", "S", "C", "C", "C", "C", "C", "H", "H", "C", "C", "H", "O", "H", "C", "C", "H", "H", "H", "C", "C", "H", "N", "H", "N", "N", "O", "O", "O", "H", "H", "C", "C", "C", "C", "O", "C", "Cr", "C", "H", "H", "C", "H", "C", "H", "H"], "positions_angstrom": [[2.902, -0.848, -1.354], [-1.102, -3.025, 2.282], [-0.222, -1.770, -2.718], [-0.583, 5.957, 0.308], [-2.709, -4.105, 3.289], [0.587, 4.370, 1.630], [-0.889, 4.649, -1.376], [-0.228, -4.730, 3.283], [-2.056, 1.644, -0.795], [-1.467, 3.757, -1.627], [0.584, 4.393, -1.666], [4.137, -2.875, -3.690], [1.121, 3.252, -0.406], [-4.130, -0.394, 0.928], [-2.401, 0.825, -0.176], [-3.157, -1.285, 1.414], [-3.757, 0.650, 0.128], [1.453, -2.446, 1.442], [3.164, 1.311, 1.640], [-0.520, 3.058, 1.234], [-2.476, -3.250, 2.662], [-0.035, -3.864, 2.658], [2.714, 0.180, 2.906], [0.497, 1.924, -0.877], [0.029, -3.075, -4.389], [-0.796, -1.930, 1.493], [0.485, -2.493, -3.601], [1.195, 5.291, -1.537], [-4.485, 1.343, -0.268], [-1.956, 4.885, 0.522], [1.233, -3.579, 2.236], [1.043, 0.945, 1.851], [-5.172, -0.543, 1.190], [0.562, -1.123, -1.849], [2.446, -2.177, 1.099], [-1.472, 0.014, 0.282], [0.468, -1.645, 1.083], [0.058, 1.269, 2.505], [2.562, -3.782, -4.959], [4.069, -1.089, -1.606], [4.204, -2.262, -2.913], [-1.276, 5.473, -1.975], [1.812, -2.323, -3.298], [1.805, -1.449, -2.190], [-1.841, -1.039, 1.055], [-0.942, 4.944, 0.125], [2.494, -0.088, -0.386], [2.430, 1.124, 2.422], [0.586, 0.121, 0.036], [-0.016, 3.936, 0.830], [-4.482, -2.606, 2.532], [0.815, 3.935, -2.628], [-3.453, -2.424, 2.248], [-1.220, -1.683, -2.656], [2.882, -3.047, -4.063], [2.073, -4.207, 2.505], [2.432, 1.908, 3.182]]}